ORCA calculation (wB97M-V/def2-TZVPD) on a molecular structure, C30H38N2OS4SiTi.

Electronic energy: -4082.5214 hartree
Energy above the lowest of the compared OMol25 structures with the same formula, charge and spin: 0.445 eV
Largest force on an atom: 3.3 eV Å⁻¹
Charge: -2

```
77
C30H38N2OS4SiTi, DFT wB97M-V/def2-TZVPD
Ti -1.249 0.374 0.625
S -1.635 -1.143 2.547
C -2.635 -0.197 3.632
C -2.903 -0.678 4.917
C -3.722 0.012 5.797
C -4.294 1.216 5.399
C -4.035 1.705 4.130
C -3.213 1.020 3.232
S -2.944 1.705 1.635
C 0.393 3.524 -4.251
C 1.559 2.817 -4.302
C 2.373 2.725 -5.503
C 3.538 2.025 -5.502
C 3.977 1.364 -4.335
C 3.141 1.477 -3.222
C 3.585 0.738 -1.966
S 2.465 0.645 -0.559
C 2.652 2.188 0.278
C 3.590 3.136 -0.123
C 3.772 4.306 0.594
C 3.004 4.536 1.728
C 2.066 3.598 2.122
C 1.870 2.398 1.426
S 0.674 1.273 2.087
N 2.006 2.133 -3.169
H -2.450 -1.617 5.216
H -3.909 -0.387 6.787
H -4.934 1.772 6.075
H -4.470 2.645 3.808
H -0.182 3.566 -3.336
H 0.035 4.055 -5.125
H 2.027 3.229 -6.400
H 4.130 1.966 -6.412
H 4.891 0.784 -4.301
H 4.564 1.096 -1.637
H 3.730 -0.313 -2.232
H 4.165 2.973 -1.022
H 4.494 5.039 0.254
H 3.115 5.456 2.292
H 1.444 3.776 2.990
C 3.088 -3.034 -0.487
C 2.201 -2.979 0.759
C 2.983 -2.437 1.964
C 1.619 -4.362 1.074
C 1.073 -2.066 0.522
N 0.182 -1.377 0.327
H 3.931 -3.700 -0.289
H 3.471 -2.045 -0.723
H 2.536 -3.417 -1.346
H 3.790 -3.135 2.202
H 2.329 -2.330 2.831
H 3.400 -1.457 1.737
H 2.438 -5.053 1.286
H 1.045 -4.748 0.231
H 0.963 -4.316 1.944
C -4.936 -2.533 -1.549
Si -3.795 -2.105 -0.082
C -2.991 -3.752 0.377
C -4.966 -1.555 1.281
C -2.552 -0.870 -0.661
H -5.654 -3.317 -1.287
H -4.354 -2.879 -2.408
H -5.501 -1.652 -1.867
H -3.749 -4.484 0.672
H -2.291 -3.626 1.203
H -2.449 -4.157 -0.483
H -5.884 -2.150 1.249
H -5.230 -0.502 1.151
H -4.518 -1.654 2.270
H -3.096 -0.115 -1.246
H -1.927 -1.415 -1.388
C -0.044 0.876 -2.580
C -0.678 0.946 -1.243
O -1.484 1.813 -0.910
H 0.741 1.645 -2.606
H -0.783 1.108 -3.352
H 0.404 -0.100 -2.747
```



ORCA calculation (wB97M-V/def2-TZVPD) on 3 unconnected molecules or ions with the total composition C5H7NO2S.

Electronic energy: -798.0564 hartree
Energy above the lowest of the compared OMol25 structures with the same formula, charge and spin: 2.328 eV
Largest force on an atom: 3.7 eV Å⁻¹
SMILES: C=CN=C.O=C=O.C=S

```
16
C5H7NO2S, DFT wB97M-V/def2-TZVPD
C -2.496 -1.032 0.081
C -1.407 -1.463 -0.593
N -0.215 -0.829 -0.494
C 0.757 -1.274 -1.188
H -2.121 -0.262 0.801
H -3.431 -1.533 0.226
H -1.421 -2.169 -1.454
H 0.758 -2.268 -1.837
H 1.748 -0.983 -0.938
O -1.760 2.212 0.800
C -1.295 2.616 -0.175
O -0.751 2.910 -1.155
C 2.820 1.009 1.493
S 3.880 1.596 0.456
H 2.725 1.418 2.524
H 2.208 0.052 1.453
```